The following is a quantum chemistry calculation of one molecule with the formula C4H7N3O in a non-equilibrium geometry, from the Open Molecules 2025 dataset.

Orbital gap ... 0.344 Ha
HOMO energy ... -8.65 eV
SMILES ... ONC1=N[C@@H]2C[C@@H]2N1
ΔE to the lowest compared entry with this formula, charge and spin ... 169.9 kcal per mole
LUMO energy ... 0.7 eV

Atoms and positions in Å:
O: -1.043 -2.808 0.382
N: -0.037 -2.152 1.023
C: 0.449 -0.804 0.523
N: 0.769 0.175 1.332
C: 0.715 1.273 0.294
C: -0.568 1.821 -0.341
C: 0.490 0.777 -0.936
N: 0.223 -0.658 -0.881
H: -1.933 -2.371 0.751
H: -0.034 -1.860 2.156
H: 1.154 2.283 0.336
H: -0.756 2.750 -1.136
H: -1.659 1.487 -0.395
H: 1.214 1.263 -1.651
H: 1.018 -1.175 -1.458

The following is a quantum chemistry calculation of C30H45NO4P2Tb as an isolated structure in a non-equilibrium geometry, from the Open Molecules 2025 dataset.

Charge ... +1
Orbital gap (spin up / spin down) ... 0.159 / 0.159 Ha
HOMO energy (spin up / spin down) ... -7.59 / -7.56 eV
Spin multiplicity ... 7
LUMO energy (spin up / spin down) ... -3.2 / -3.2 eV

Atoms and positions in Å:
Tb: 1.092 -0.647 0.537
C: -1.050 -1.060 1.853
C: -0.783 -2.242 1.080
C: 0.890 -2.025 2.680
C: -0.043 -0.965 2.866
C: 0.434 -2.816 1.585
C: -2.296 -0.248 1.875
H: -2.994 -0.507 1.071
H: -2.067 0.829 1.803
H: -2.837 -0.379 2.826
C: -0.208 -0.155 4.088
H: -0.524 0.874 3.856
H: 0.716 -0.121 4.670
H: -0.980 -0.613 4.734
C: 1.971 -2.367 3.650
H: 1.560 -2.943 4.497
H: 2.462 -1.467 4.050
H: 2.726 -2.976 3.143
C: 1.035 -4.116 1.182
H: 0.829 -4.892 1.934
H: 2.126 -4.035 1.090
H: 0.639 -4.461 0.226
C: -1.720 -2.906 0.129
H: -1.692 -4.004 0.229
H: -1.442 -2.691 -0.916
H: -2.746 -2.553 0.295
C: -2.602 2.417 -1.291
C: -3.382 1.388 -0.897
C: -3.554 0.107 -1.630
C: -3.252 0.098 -3.158
C: -1.772 -0.181 -3.528
C: -0.868 -0.391 -2.287
C: -0.721 0.724 -1.196
C: -1.181 2.101 -1.667
H: -4.607 -0.223 -1.506
H: -3.643 1.000 -3.698
H: -2.980 -0.683 -1.116
H: -1.062 2.101 -2.753
H: -2.884 3.476 -1.230
H: -4.162 1.560 -0.143
H: -0.485 2.856 -1.256
H: -1.255 0.417 -0.269
H: -1.147 -1.348 -1.809
H: 0.352 0.880 -0.902
H: -3.854 -0.756 -3.543
H: -1.748 -1.122 -4.125
P: -0.827 0.891 -4.685
C: -0.791 2.717 -4.853
C: -1.600 0.445 -6.279
P: 0.990 -0.835 -2.856
C: 0.884 0.497 -4.150
C: 0.912 -2.244 -4.043
C: 2.812 -0.827 -2.471
H: 0.171 3.115 -4.495
H: -1.630 3.205 -4.344
H: -0.846 2.956 -5.925
H: -1.321 1.184 -7.033
H: -2.697 0.476 -6.166
H: -1.321 -0.562 -6.631
H: 3.340 -0.465 -3.369
H: 3.162 -1.856 -2.258
H: 3.084 -0.176 -1.615
H: 1.303 1.402 -3.663
H: 1.515 0.298 -5.037
H: 1.542 -3.070 -3.687
H: 1.306 -1.917 -5.014
H: -0.107 -2.616 -4.203
O: 2.855 0.152 1.657
C: 2.139 1.130 2.106
O: 1.042 1.418 1.483
C: 2.468 1.762 3.384
C: 3.488 1.189 4.167
C: 3.563 1.531 5.510
C: 2.640 2.458 6.031
C: 1.666 3.075 5.221
C: 1.583 2.737 3.878
N: 2.674 2.732 7.441
O: 3.518 2.145 8.168
O: 1.860 3.542 7.927
H: 4.198 0.491 3.730
H: 4.307 1.088 6.170
H: 0.986 3.811 5.652
H: 0.842 3.185 3.226

The following is a quantum chemistry calculation of one molecule with the formula C10H8N4O2 in a non-equilibrium geometry, from the Open Molecules 2025 dataset.

Orbital gap ... 0.361 Ha
HOMO energy ... -9.52 eV
SMILES ... O=C1[C@H]2N=NN[C@H]2C(=O)N1c1ccccc1
ΔE to the lowest compared entry with this formula, charge and spin ... 0.0 kcal per mole
LUMO energy ... 0.3 eV

Atoms and positions in Å:
O: -1.529 0.234 2.105
C: -0.467 0.815 1.955
C: 0.210 1.434 3.168
N: 0.896 0.438 4.008
N: 2.155 0.702 4.155
N: 2.464 1.809 3.422
C: 1.346 2.241 2.591
C: 1.328 1.817 1.093
O: 2.278 2.064 0.358
N: 0.277 0.955 0.811
C: 0.138 0.207 -0.418
C: -0.263 -1.140 -0.427
C: -0.429 -1.847 -1.645
C: -0.066 -1.263 -2.882
C: 0.285 0.096 -2.851
C: 0.346 0.824 -1.681
H: -0.512 1.982 3.745
H: 3.370 1.842 2.933
H: 1.185 3.311 2.707
H: -0.469 -1.620 0.499
H: -0.827 -2.872 -1.635
H: -0.154 -1.827 -3.815
H: 0.516 0.608 -3.764
H: 0.624 1.888 -1.732

The following is a quantum chemistry calculation of C10H16BrClILuNOP as an isolated structure in a non-equilibrium geometry, from the Open Molecules 2025 dataset.

Charge ... +2
Orbital gap (spin up / spin down) ... 0.192 / 0.161 Ha
HOMO energy (spin up / spin down) ... -15.68 / -15.67 eV
ΔE to the lowest compared entry with this formula, charge and spin ... 22.0 kcal per mole
LUMO energy (spin up / spin down) ... -10.4 / -11.3 eV

Atoms and positions in Å:
C: 0.210 -1.901 -0.334
I: -0.115 3.097 0.321
H: -0.695 -2.549 -0.298
H: 0.875 -2.237 0.482
H: 0.742 -2.148 -1.263
Lu: -0.629 0.211 0.233
P: -0.188 0.563 -2.503
C: 1.386 1.058 -3.268
C: -0.812 -0.862 -3.462
H: -2.258 1.794 -2.299
H: -1.652 1.799 -3.985
H: -0.900 2.867 -2.742
C: -1.366 1.895 -2.933
H: -1.737 -1.230 -2.990
H: -1.031 -0.538 -4.485
H: 1.219 1.227 -4.339
H: 2.125 0.258 -3.120
H: -0.060 -1.663 -3.469
H: 1.727 1.983 -2.784
C: 2.047 0.426 -0.067
O: 3.186 0.598 -0.066
Cl: -2.987 -0.255 -0.049
Br: -1.454 -2.857 5.012
C: -0.547 -1.382 4.286
C: 0.155 -0.509 5.107
C: 0.822 0.560 4.508
C: 0.791 0.715 3.125
N: 0.077 -0.119 2.351
C: -0.590 -1.166 2.907
H: 0.167 -0.661 6.181
H: 1.364 1.291 5.086
H: 1.291 1.549 2.612
H: -1.163 -1.814 2.245

The following is a quantum chemistry calculation of a 4-piece molecular cluster, C3H13NO3 overall in a non-equilibrium geometry, from the Open Molecules 2025 dataset.

Orbital gap ... 0.129 Ha
HOMO energy ... -8.25 eV
ΔE to the lowest compared entry with this formula, charge and spin ... 205.7 kcal per mole
LUMO energy ... -4.8 eV

Atoms and positions in Å:
C: -0.061 -0.003 0.662
N: -1.218 0.726 1.106
C: -2.339 0.974 0.288
O: -1.596 -0.211 -1.938
C: -0.261 -1.501 0.472
H: 0.222 0.432 -0.334
H: 0.800 0.254 1.278
H: -0.829 1.630 1.353
H: -2.725 1.969 0.424
H: -2.027 0.686 -0.795
H: -3.112 0.216 0.443
H: 0.598 -1.865 -0.075
H: -0.513 -1.944 1.423
H: -1.189 -1.513 -0.094
H: 2.453 0.201 -0.186
H: -1.838 -0.349 -2.868
O: 2.366 1.223 -0.385
H: 3.400 -1.336 0.567
H: 2.948 1.513 -1.091
O: 2.497 -1.141 0.290

The following is a quantum chemistry calculation of C17H13BrCl3CrGeN4O2 as an isolated structure, from the Open Molecules 2025 dataset.

Orbital gap (spin up / spin down) ... 0.249 / 0.254 Ha
HOMO energy (spin up / spin down) ... -8.15 / -9.14 eV
Spin multiplicity ... 6
ΔE to the lowest compared entry with this formula, charge and spin ... 0.0 kcal per mole
LUMO energy (spin up / spin down) ... -1.4 / -2.2 eV

Atoms and positions in Å:
Cr: -0.257 0.434 -0.224
Br: -4.729 -0.581 5.727
C: -3.268 -0.339 4.551
C: -2.235 -1.259 4.559
C: -1.164 -1.079 3.697
C: -1.143 0.016 2.840
C: -2.195 0.923 2.823
C: -3.258 0.748 3.691
N: -0.062 0.201 1.935
C: 1.134 0.102 2.352
C: 2.233 0.280 1.420
C: 3.555 0.322 1.835
C: 4.544 0.570 0.905
C: 4.183 0.780 -0.415
C: 2.845 0.714 -0.754
N: 1.889 0.453 0.135
H: -2.272 -2.116 5.216
H: -0.371 -1.815 3.653
H: -2.166 1.766 2.141
H: -4.077 1.454 3.695
H: 1.356 -0.065 3.406
H: 3.795 0.172 2.880
H: 5.582 0.612 1.208
H: 4.920 0.995 -1.175
H: 2.517 0.889 -1.770
Cl: 0.338 -3.005 0.896
Ge: -1.459 -3.054 -0.331
Cl: -2.327 -1.000 -0.135
Cl: -2.892 -4.143 0.977
O: -0.311 -2.372 -2.060
C: -0.166 -1.318 -2.739
C: -0.055 -1.357 -4.244
C: 0.149 0.108 -4.616
C: 0.317 0.791 -3.270
O: 0.733 1.902 -3.076
N: -0.035 -0.098 -2.241
H: -0.963 -1.807 -4.646
H: 0.777 -2.001 -4.528
H: -0.715 0.540 -5.119
H: 1.024 0.304 -5.232
N: -1.708 3.442 0.035
C: -1.168 2.421 -0.062

Number 1: calculated total energy -395.87770 a.u.. Number 2: calculated total energy -3032.58716 a.u.. Number 3: calculated total energy -755.33572 a.u.. Number 4: calculated total energy -5428.85377 a.u.. Number 5: calculated total energy -402.25264 a.u.. Number 6: calculated total energy -8101.27873 a.u..